(1)
Entry from OMol25: a cluster of 2 separate species, C2H4NO4 in total at a distorted geometry (ωB97M-V/def2-TZVPD).

As for the multiplicity: 1. The value obtained for the HOMO-LUMO gap is 0.364 hartree. The calculation puts the relative energy (zero: lowest compared OMol25 entry of this formula, charge and spin) at 12.9 kcal/mol. The value obtained for the HOMO energy is -5.72 eV. The total charge is -1.

XYZ file:
```
11
Properties=species:S:1:pos:R:3:forces:R:3
C 1.5939 0.2385 -1.4433 0.438 0.879 0.924
C -1.6785 -0.9366 0.5906 0.152 0.344 1.267
N 1.4032 0.9522 -0.2612 -3.657 -3.618 0.264
O 2.6335 0.3765 -2.0714 -0.024 -0.114 -0.482
O 0.6259 -0.5556 -1.7691 -1.343 -1.273 -0.152
O -0.9095 -0.5023 1.4533 0.024 -0.092 -0.013
O -1.6250 -0.7413 -0.6425 0.463 -0.147 -1.674
H -2.5429 -1.5367 0.9135 -0.300 -0.229 0.213
H 1.8028 1.8225 -0.2451 0.860 2.284 0.280
H -0.3515 -0.6618 -1.1935 1.076 0.815 -0.411
H 0.4169 0.7307 0.1277 2.312 1.152 -0.215
```
Positions in Å, forces in eV/Å.


(2)
Entry from OMol25: an isolated molecule of C22H24N2O7S at a distorted geometry (ωB97M-V/def2-TZVPD).

As for the multiplicity: 1. The value obtained for the HOMO-LUMO gap is 0.312 hartree. The calculation puts the relative energy (zero: lowest compared OMol25 entry of this formula, charge and spin) at 66.1 kcal/mol. As for the SMILES: COc1ccc(N(CC(=O)NCc2ccco2)S(=O)(=O)c2ccc(OC)c(OC)c2)cc1. The value obtained for the HOMO energy is -7.90 eV.

XYZ file:
```
56
Properties=species:S:1:pos:R:3:forces:R:3
C 2.0652 4.1825 -3.2425 0.134 0.137 -0.021
O 1.0905 3.1719 -3.1506 -0.242 -0.219 0.079
C 1.1465 2.3166 -2.0897 0.021 -0.215 0.114
C 2.0978 2.3512 -1.0797 -0.052 0.179 -0.346
C 2.0477 1.4433 -0.0357 -0.139 -0.344 0.186
C 1.0524 0.4720 0.0293 0.049 0.457 -0.794
N 0.9957 -0.4581 1.0816 -0.859 -0.831 0.487
C 1.8505 -0.2617 2.2316 0.283 -0.045 0.378
C 1.6790 1.1142 2.8871 -0.146 -0.314 -0.100
O 2.6073 1.6957 3.4103 0.336 0.090 0.067
N 0.4215 1.5915 2.8423 -0.379 0.028 0.138
C 0.1283 2.9739 3.1677 -0.045 0.025 -0.262
C 0.1900 3.8238 1.9381 0.754 0.498 0.491
C 1.0264 4.8398 1.5817 -0.363 -0.469 0.315
C 0.6303 5.2391 0.2817 -0.463 -0.172 -0.293
C -0.4071 4.4283 -0.0573 0.453 0.719 -0.373
O -0.6815 3.5711 0.9372 -0.292 -0.426 0.250
S -0.4771 -1.2193 1.4134 0.230 -0.413 0.027
O -0.2946 -1.9380 2.6399 0.213 -0.119 0.004
O -1.5498 -0.2598 1.3778 -0.035 -0.036 -0.374
C -0.6728 -2.4120 0.1027 0.262 0.336 0.348
C 0.3993 -3.1788 -0.2828 -0.029 0.082 0.064
C 0.2205 -4.1419 -1.2682 -0.111 -0.092 -0.088
C -1.0234 -4.3351 -1.8502 -0.178 0.039 -0.018
O -1.3014 -5.2438 -2.8124 -0.209 0.322 0.232
C -0.2656 -6.0783 -3.2756 0.200 -0.153 -0.087
C -2.1246 -3.5401 -1.4356 0.149 -0.043 0.037
O -3.2989 -3.7971 -2.0539 0.319 -0.156 -0.047
C -4.4295 -3.0424 -1.6805 -0.183 0.115 0.057
C -1.9319 -2.5829 -0.4549 -0.270 -0.005 -0.126
C 0.1114 0.4298 -0.9987 0.077 0.194 -0.105
C 0.1567 1.3367 -2.0349 0.142 0.159 -0.059
H 2.0324 4.8487 -2.3753 0.028 -0.028 -0.011
H 1.8210 4.7460 -4.1417 0.065 -0.003 0.068
H 3.0714 3.7624 -3.3415 -0.026 0.015 0.021
H 2.8839 3.0888 -1.0762 0.050 0.093 -0.012
H 2.8002 1.5195 0.7307 0.112 0.005 0.112
H 2.9010 -0.3980 1.9590 -0.135 0.107 0.028
H 1.5765 -1.0307 2.9577 0.247 0.159 0.009
H -0.3043 1.0845 2.3526 0.093 0.103 0.024
H 0.8825 3.3176 3.8786 -0.186 0.028 -0.079
H -0.8659 3.0206 3.6201 0.115 0.030 0.042
H 1.8193 5.2505 2.1717 0.175 0.023 0.202
H 1.0556 6.0269 -0.3064 0.029 0.139 -0.192
H -1.0077 4.3615 -0.9424 -0.133 -0.095 -0.095
H 1.3620 -3.0259 0.1755 0.180 -0.012 0.001
H 1.0635 -4.7399 -1.5725 0.054 -0.076 -0.063
H -0.7220 -6.7155 -4.0310 0.082 0.028 0.053
H 0.1381 -6.7018 -2.4719 -0.014 0.038 -0.020
H 0.5438 -5.4994 -3.7310 -0.031 -0.013 0.031
H -5.2453 -3.4181 -2.2956 0.032 0.069 0.076
H -4.6746 -3.1840 -0.6237 0.021 0.006 -0.026
H -4.2839 -1.9765 -1.8799 0.010 -0.027 0.011
H -2.7277 -1.9476 -0.1029 -0.206 0.032 -0.069
H -0.6738 -0.3046 -0.9823 -0.077 0.069 -0.188
H -0.5808 1.3062 -2.8209 -0.107 -0.018 -0.104
```
Positions in Å, forces in eV/Å.


(3)
Entry from OMol25: a structure of composition CH5N2PS at a distorted geometry (ωB97M-V/def2-TZVPD).

As for the multiplicity: 1. The value obtained for the HOMO-LUMO gap (spin up / spin down) is 0.283 / 0.283 hartree. The calculation puts the relative energy (zero: lowest compared OMol25 entry of this formula, charge and spin) at 79.3 kcal/mol. The value obtained for the HOMO energy (spin up / spin down) is -7.72 / -7.73 eV.

XYZ file:
```
10
Properties=species:S:1:pos:R:3:forces:R:3
C 1.1947 -0.3024 0.1837 -1.857 1.979 0.150
N -0.0778 1.4564 0.2924 1.084 -0.805 -2.835
N 0.1933 -1.0642 0.4219 -1.276 1.109 0.472
P -1.3880 -0.3343 0.0635 -0.711 1.169 -0.372
S 2.6541 -0.0214 -0.1922 1.720 -0.152 -0.214
H 0.0049 2.0635 -0.6042 0.167 -1.391 2.119
H 0.2090 1.9819 1.0859 0.444 0.500 0.690
H 0.0503 -2.0308 0.2810 1.285 -1.403 -0.073
H -1.8523 -1.6414 -0.2228 -0.034 -0.948 -0.418
H -0.9883 -0.1073 -1.3092 -0.821 -0.058 0.482
```
Positions in Å, forces in eV/Å.


(4)
Entry from OMol25: a structure of composition C27H26Cl2IN6ReS (ωB97M-V/def2-TZVPD).

As for the multiplicity: 4. As for the expectation value of S²: 3.786. The value obtained for the HOMO-LUMO gap (spin up / spin down) is 0.230 / 0.162 hartree. The calculation puts the relative energy (zero: lowest compared OMol25 entry of this formula, charge and spin) at 5.1 kcal/mol. The value obtained for the HOMO energy (spin up / spin down) is -15.23 / -15.16 eV. The total charge is +3.

XYZ file:
```
64
Properties=species:S:1:pos:R:3:forces:R:3
Re -0.2695 -0.2014 0.7530 -0.619 0.463 -0.235
C -1.9285 -4.0905 -0.3305 0.044 0.031 0.076
C -2.5623 -3.7670 -1.5223 -0.026 0.020 -0.069
C -2.4174 -2.4977 -2.0719 -0.154 -0.118 -0.194
C -1.6504 -1.5475 -1.4181 -0.067 0.163 -0.136
C -1.0373 -1.8582 -0.1975 0.487 0.026 0.657
C -1.1755 -3.1350 0.3467 -0.086 -0.034 -0.187
C -1.3530 -0.2146 -1.9504 0.172 -0.116 0.094
C -1.6896 0.2142 -3.2307 -0.164 0.041 -0.231
C -1.1760 1.3894 -3.7063 0.022 0.077 -0.126
C -0.3029 2.1710 -2.9165 -0.150 0.012 -0.157
C 0.3057 3.3452 -3.4135 -0.103 -0.001 -0.171
C 1.1387 4.0833 -2.6256 0.126 0.082 0.150
C 1.3672 3.6859 -1.2933 0.005 0.096 -0.077
C 0.7805 2.5548 -0.7815 -0.062 -0.138 0.156
C -0.0464 1.7617 -1.5954 -0.187 -0.239 0.153
N -0.6106 0.5678 -1.1366 0.300 0.107 0.351
H -2.0245 -5.0870 0.0804 0.000 -0.002 -0.015
H -3.1629 -4.5086 -2.0338 0.028 0.036 0.013
H -2.9070 -2.2690 -3.0110 0.027 -0.043 0.040
H -0.6969 -3.4120 1.2774 -0.032 0.004 -0.011
H -2.3281 -0.4008 -3.8486 0.059 0.023 -0.007
H -1.4161 1.7198 -4.7132 0.037 -0.028 0.094
H 0.0975 3.6472 -4.4338 0.018 -0.029 0.045
H 1.6203 4.9708 -3.0157 -0.043 -0.022 0.043
H 2.0155 4.2840 -0.6626 -0.036 -0.050 -0.047
H 0.9792 2.2766 0.2478 0.125 0.022 -0.139
Cl 0.4494 -1.5088 2.7867 0.178 -0.368 0.151
C 0.4267 -1.1023 4.5897 -0.170 0.231 0.077
Cl -0.6657 0.1858 4.9869 -0.146 -0.031 0.092
H 1.4431 -0.8336 4.8379 0.174 -0.012 -0.073
H 0.1105 -2.0243 5.0563 -0.029 -0.162 -0.004
I -5.5481 2.4389 -0.3611 -0.070 0.088 -0.059
C -4.4883 1.0807 0.7773 -0.172 0.036 0.003
C -5.1035 0.2918 1.7426 0.000 -0.137 0.140
C -4.3294 -0.6071 2.4668 -0.250 0.052 0.016
C -2.9834 -0.7113 2.2012 0.092 0.058 -0.201
N -2.3832 0.0522 1.2656 0.005 0.113 -0.071
C -3.1322 0.9400 0.5727 0.241 -0.151 0.264
H -6.1692 0.3734 1.9265 0.080 -0.003 -0.004
H -4.7728 -1.2360 3.2283 0.002 0.028 -0.042
H -2.3713 -1.4312 2.7258 0.036 0.009 -0.041
H -2.6265 1.5546 -0.1591 0.014 -0.033 -0.010
N 0.8163 2.2261 2.7727 -0.001 0.084 -0.330
N -0.3966 1.7569 2.1292 0.399 -0.197 0.039
H 0.9272 1.7025 3.6329 -0.002 -0.041 0.022
H 0.6922 3.1972 3.0462 0.011 0.044 0.050
H -0.7248 2.5200 1.5424 -0.040 0.019 -0.113
H -1.1295 1.5990 2.8188 -0.103 0.039 0.022
N 6.2498 -1.5032 -1.8588 -0.020 -0.044 0.196
C 5.8627 -1.2774 -0.5960 -0.041 0.013 -0.244
S 6.7725 -1.4550 0.7436 0.078 -0.019 0.084
C 4.4266 -0.9295 -0.3927 -0.039 0.020 -0.004
C 3.4061 -1.6101 -1.0609 0.280 -0.091 -0.089
C 2.0984 -1.3671 -0.7365 -0.207 0.224 0.254
N 1.7505 -0.4591 0.2084 0.099 0.065 0.069
C 2.7425 0.2514 0.8260 -0.348 -0.257 -0.200
C 4.0614 0.0376 0.5519 0.238 -0.012 -0.087
H 7.1977 -1.8027 -2.0266 0.056 -0.005 -0.018
H 5.6598 -1.3446 -2.6571 -0.018 0.074 -0.009
H 3.6242 -2.3693 -1.8019 0.031 0.032 0.045
H 1.2939 -1.9129 -1.2121 0.028 0.045 0.044
H 2.4396 0.9938 1.5551 -0.091 -0.018 -0.020
H 4.8239 0.6011 1.0746 -0.015 -0.078 -0.018
```
Positions in Å, forces in eV/Å.


(5)
Entry from OMol25: an isolated molecule of C4H5N3 at a distorted geometry (ωB97M-V/def2-TZVPD).

As for the multiplicity: 1. The value obtained for the HOMO-LUMO gap is 0.342 hartree. The calculation puts the relative energy (zero: lowest compared OMol25 entry of this formula, charge and spin) at 61.2 kcal/mol. As for the SMILES: C/N=C1\C=NC=N1. The value obtained for the HOMO energy is -10.55 eV.

XYZ file:
```
12
Properties=species:S:1:pos:R:3:forces:R:3
C -2.3701 0.2267 -0.0057 -0.725 2.669 -1.083
N -1.3854 -0.7951 0.0892 0.917 0.217 -0.740
C -0.2148 -0.3278 -0.0581 -0.355 -2.280 0.209
C 0.2631 1.0575 -0.0457 2.330 1.119 -0.056
N 1.5716 1.0731 0.0549 -2.301 -1.219 -0.084
C 1.8740 -0.3802 0.0390 2.769 0.911 -0.291
N 0.9363 -1.2223 -0.0757 -0.637 1.364 0.526
H -3.4065 -0.1271 -0.1134 0.614 -0.076 -0.276
H -2.0799 1.0367 -0.8218 -1.114 -1.857 1.203
H -2.3529 0.8403 0.8896 -0.210 -0.046 0.506
H -0.3233 1.9898 -0.0806 0.405 -0.686 0.094
H 2.9916 -0.5866 0.0693 -1.694 -0.116 -0.009
```
Positions in Å, forces in eV/Å.


(6)
Entry from OMol25: a cluster of 2 separate species, C3H7N2O in total at a distorted geometry (ωB97M-V/def2-TZVPD).

As for the multiplicity: 1. The value obtained for the HOMO-LUMO gap is 0.436 hartree. The calculation puts the relative energy (zero: lowest compared OMol25 entry of this formula, charge and spin) at 22.5 kcal/mol. The value obtained for the HOMO energy is -15.74 eV. The total charge is +1.

XYZ file:
```
13
Properties=species:S:1:pos:R:3:forces:R:3
C -3.5583 -1.4455 -1.0047 -3.047 -0.758 -1.712
C -0.3347 0.5291 0.1937 -0.529 -0.205 -0.559
C 2.2253 0.4950 0.3819 -0.056 -2.521 -0.900
N -0.6285 -0.7948 0.1976 0.365 3.795 0.048
N 0.8795 1.0472 0.2561 -1.134 -0.389 0.667
O -4.5443 -1.7017 -1.5356 3.028 0.772 1.677
H -1.2012 1.2913 0.0397 1.625 -1.561 0.642
H 2.9367 1.1565 0.8513 -0.163 0.714 -0.369
H 2.5423 0.1331 -0.6458 -0.024 0.604 1.305
H 2.2322 -0.3729 1.0653 -0.255 0.144 -0.391
H -1.5121 -0.9805 -0.2168 -0.996 -0.758 -0.165
H 0.1328 -1.3637 -0.0248 1.105 -1.530 -0.163
H 0.8304 2.0070 0.4422 0.080 1.693 -0.080
```
Positions in Å, forces in eV/Å.


(7)
Entry from OMol25: a structure of composition C12H10CrN2O6 at a distorted geometry (ωB97M-V/def2-TZVPD).

As for the multiplicity: 6. As for the expectation value of S²: 8.932. The value obtained for the HOMO-LUMO gap (spin up / spin down) is 0.127 / 0.175 hartree. The calculation puts the relative energy (zero: lowest compared OMol25 entry of this formula, charge and spin) at 96.3 kcal/mol. The value obtained for the HOMO energy (spin up / spin down) is 4.08 / 2.68 eV. The total charge is -3.

XYZ file:
```
31
Properties=species:S:1:pos:R:3:forces:R:3
Cr -0.9805 -16.5167 0.7229 -0.926 -1.817 -3.017
C -2.7305 -18.4131 0.6937 0.919 -2.229 -6.900
O -1.6780 -18.3200 1.3057 7.179 -1.936 6.675
O -3.0678 -17.2966 0.3832 -4.504 9.189 -0.709
O -2.9553 -19.2931 -0.1718 -1.824 -3.709 1.453
C -0.8227 -16.0316 -1.8770 -5.405 -3.319 0.788
O -1.8303 -15.9415 -2.4855 -5.917 5.450 -10.671
O -0.6315 -15.3260 -0.9497 5.290 10.846 8.545
O -0.8306 -17.1754 -1.4875 5.655 -12.393 3.937
N 1.1278 -16.8941 1.2332 -0.993 0.245 -1.800
C 2.1215 -16.9727 0.2419 2.175 0.038 0.873
C 3.5021 -17.0296 0.5582 -2.890 0.220 -0.712
C 3.8583 -16.9712 1.8931 1.116 -0.064 0.462
C 2.8382 -16.8120 2.8665 0.600 -0.135 0.353
C 1.5249 -16.8001 2.5214 0.611 0.163 0.185
H 1.9180 -16.9528 -0.8186 -1.012 -0.066 0.196
H 4.2050 -17.0704 -0.2608 0.183 -0.055 -0.089
H 4.8895 -16.9271 2.2111 0.264 -0.029 0.011
H 3.2439 -16.7264 3.8637 -0.668 0.079 0.533
H 0.7457 -16.6767 3.2591 -0.164 -0.001 0.084
N -1.5146 -15.0219 2.1712 0.515 -0.071 -0.950
C -2.1863 -15.3533 3.3314 0.523 -1.184 -2.733
C -2.1546 -14.5598 4.3716 -1.465 -0.486 2.562
C -1.4109 -13.4007 4.4356 0.543 1.725 1.514
C -0.8757 -12.9112 3.2666 0.315 -1.765 -2.447
C -0.9811 -13.7522 2.1216 0.413 1.585 1.839
H -2.6637 -16.3213 3.2930 -0.277 -0.022 0.066
H -2.7615 -14.8501 5.2165 -0.022 -0.148 0.452
H -1.2472 -12.9272 5.3924 -0.039 0.262 0.161
H -0.2557 -12.0279 3.2258 -0.115 0.286 -0.160
H -0.5530 -13.3356 1.2219 -0.080 -0.659 -0.499
```
Positions in Å, forces in eV/Å.


(8)
Entry from OMol25: an isolated molecule of C10H8ClNOS at a distorted geometry (ωB97M-V/def2-TZVPD).

As for the multiplicity: 1. The value obtained for the HOMO-LUMO gap is 0.333 hartree. The calculation puts the relative energy (zero: lowest compared OMol25 entry of this formula, charge and spin) at 19.3 kcal/mol. As for the SMILES: O=c1ccsn1Cc1ccc(Cl)cc1. The value obtained for the HOMO energy is -8.55 eV.

XYZ file:
```
22
Properties=species:S:1:pos:R:3:forces:R:3
O -0.7177 0.7816 -1.2970 0.591 -0.846 -1.538
C -1.4488 -0.0544 -0.7719 2.759 2.731 0.357
C -2.2749 0.3938 0.2669 -3.001 -1.369 1.159
C -2.9850 -0.6555 0.7899 1.958 1.362 -1.691
S -2.5073 -2.1678 0.0710 -0.699 -0.216 1.099
N -1.3394 -1.3957 -0.8167 1.086 -0.974 -1.181
C -0.0579 -2.0482 -1.2505 -1.016 0.537 -0.750
C 1.1102 -1.6097 -0.3967 -0.012 0.812 -2.949
C 1.0907 -1.6990 0.9420 2.681 1.670 2.683
C 2.1898 -1.0678 1.6447 -1.011 -0.324 -1.414
C 3.2228 -0.3535 1.0391 -1.004 -1.310 1.677
Cl 4.5770 0.2096 1.9684 -0.280 0.177 -0.051
C 3.1591 -0.2400 -0.2891 0.230 -0.462 -3.014
C 2.1580 -0.9176 -1.0097 1.049 1.750 -0.901
H -2.3660 1.4722 0.3919 -0.198 -0.520 0.386
H -3.7897 -0.5241 1.4191 -1.571 -0.342 1.447
H -0.2352 -3.1075 -1.1062 0.031 -0.290 -0.406
H 0.0515 -1.7690 -2.3433 0.197 -0.570 1.353
H 0.2820 -2.1215 1.4960 -0.335 -0.321 0.283
H 2.2552 -1.0137 2.6721 -0.388 -0.531 2.248
H 3.9247 0.2946 -0.8499 -0.200 -0.044 0.128
H 2.2647 -0.6563 -2.0997 -0.866 -0.921 1.073
```
Positions in Å, forces in eV/Å.